The following is a DFT calculation (wB97M-V/def2-TZVPD) of a 2-piece molecular cluster, CH2NO3P overall in a non-equilibrium geometry.

The value obtained for the relative energy (zero: lowest compared OMol25 entry of this formula, charge and spin) is 22.48 kJ/mol. The molar mass is 107.0 g/mol. As for the HOMO energy: -10.0 eV. For the total energy, the calculation gives -661.1673 Eh. The calculation puts the orbital gap at 10.6 eV.

Geometry (Å):
C -0.82 -0.92 0.20
H -0.06 2.29 0.39
O 0.71 1.86 0.13
P 0.79 1.10 -1.32
O 1.91 0.17 -1.10
N -0.70 -1.73 1.05
H -0.71 -2.68 1.19
O -1.12 -0.08 -0.54